{"formula": "C18H45F2O12P3Zn", "method": "the ωB97M-V functional and the def2-TZVPD basis", "spin_multiplicity": 1, "de_lowest_kcal_mol": 38.71, "e_tot_ev": -125694.026, "lumo_ev": 0.1159, "gap_ev": 9.98, "elements": ["Zn", "F", "F", "C", "C", "O", "P", "O", "O", "C", "C", "O", "C", "C", "H", "H", "H", "H", "H", "H", "H", "H", "H", "H", "H", "H", "H", "H", "H", "C", "C", "O", "P", "O", "O", "C", "C", "O", "C", "C", "H", "H", "H", "H", "H", "H", "H", "H", "H", "H", "H", "H", "H", "H", "H", "C", "C", "O", "P", "O", "O", "C", "C", "O", "C", "C", "H", "H", "H", "H", "H", "H", "H", "H", "H", "H", "H", "H", "H", "H", "H"], "positions_angstrom": [[-2.8627, -0.3324, -28.8365], [-3.4066, 1.2658, -29.8198], [-0.9895, -0.3671, -29.5366], [-2.1521, -5.7231, -32.0669], [-3.1287, -4.6558, -31.5407], [-3.1026, -3.5146, -32.3819], [-2.6807, -2.1329, -31.7145], [-3.3312, -1.7963, -30.4322], [-1.0987, -2.3919, -31.6195], [-0.1566, -1.6080, -32.3516], [0.3501, -2.3844, -33.5959], [-3.0628, -1.1320, -32.8990], [-3.0023, 0.3129, -32.7141], [-2.6570, 0.9778, -34.0437], [-2.4724, -6.0301, -33.0607], [-1.0996, -5.4435, -32.0064], [-2.1772, -6.6080, -31.4239], [-4.1146, -5.0793, -31.7453], [-2.9485, -4.5102, -30.4755], [-0.5859, -0.6406, -32.5962], [0.7461, -1.5093, -31.7501], [-0.3317, -3.2003, -33.8328], [0.5558, -1.6723, -34.3931], [1.2904, -2.8832, -33.3544], [-3.9320, 0.6144, -32.2399], [-2.1766, 0.5888, -32.0564], [-3.4891, 0.8946, -34.7440], [-2.4188, 2.0193, -33.8391], [-1.8251, 0.4362, -34.4944], [5.0488, 4.9622, -31.5793], [5.5298, 3.9246, -32.5618], [5.3210, 2.5750, -32.1600], [3.9237, 1.8879, -32.4792], [3.4835, 2.0556, -33.8749], [4.2361, 0.3673, -32.0903], [4.7148, -0.0192, -30.8122], [5.5684, -1.2677, -31.0898], [2.9143, 2.3526, -31.3456], [1.6162, 1.6847, -31.3631], [0.3881, 2.5811, -31.2571], [3.9613, 4.9003, -31.4618], [5.4628, 4.8646, -30.5784], [5.1161, 5.9338, -32.0716], [5.1881, 4.2160, -33.5589], [6.5942, 4.0993, -32.7441], [5.4470, 0.7116, -30.4589], [3.7956, -0.1845, -30.2457], [5.0541, -2.0420, -31.6552], [6.5394, -1.0485, -31.5267], [5.7496, -1.6482, -30.0762], [1.5405, 0.9182, -32.1336], [1.6522, 1.0958, -30.4430], [-0.4609, 1.8960, -31.3315], [0.2032, 3.0789, -30.3074], [0.3089, 3.2939, -32.0778], [-1.3806, -1.7420, -24.0154], [-2.1861, -2.8732, -24.6471], [-1.3013, -3.2551, -25.7499], [-1.9331, -3.2540, -27.2317], [-2.4194, -1.9488, -27.7025], [-0.8427, -3.8316, -28.2241], [0.5660, -3.6068, -28.0614], [1.1765, -3.1074, -29.3748], [-3.0831, -4.3731, -27.2304], [-2.8637, -5.7084, -26.7395], [-2.2793, -6.5831, -27.8609], [-2.1007, -1.3218, -23.2985], [-0.5572, -2.0604, -23.3797], [-1.0741, -0.9684, -24.7124], [-2.3223, -3.6747, -23.9187], [-3.1990, -2.6061, -24.9491], [0.7646, -2.9459, -27.2196], [0.9801, -4.6076, -27.9148], [0.8008, -2.1225, -29.6470], [2.2341, -3.1541, -29.0958], [1.0499, -3.8299, -30.1800], [-2.2077, -5.7857, -25.8712], [-3.8631, -6.0277, -26.4525], [-2.5920, -7.6136, -27.6848], [-2.4650, -6.1583, -28.8438], [-1.1926, -6.6843, -27.7969]], "mulliken_charge": [1.304, -0.704, -0.534, -1.178, -0.010, -0.385, 0.332, -0.480, 1.146, 0.680, -1.500, -0.400, 0.525, -1.343, 0.348, 0.222, 0.410, 0.362, -0.018, -0.262, -0.161, 0.330, 0.375, 0.376, 0.449, -0.482, 0.380, 0.374, 0.258, -0.956, -0.439, -0.322, 0.924, -0.774, -0.201, 0.150, -1.338, -0.296, -0.060, -0.888, 0.238, 0.265, 0.379, 0.353, 0.334, 0.260, 0.155, 0.301, 0.341, 0.417, 0.371, 0.097, -0.076, 0.327, 0.361, -1.128, -0.442, -0.245, -0.510, -0.076, 0.306, -0.447, -0.635, -0.312, -0.219, -0.738, 0.385, 0.317, 0.284, 0.300, 0.442, 0.447, 0.206, -0.176, 0.446, 0.245, 0.232, 0.370, 0.437, -0.101, 0.277]}